(1)
Molecular formula: C4H8F2O2S
Method: DFT, ωB97M-V/def2-TZVPD

Element x y z (Å)
O (0.3544, 1.0572, 1.0756)
C (-0.2536, 1.7122, 0.2731)
C (-0.0170, 1.5784, -1.2316)
F (0.2980, 0.3022, -1.5334)
F (-1.1655, 1.9262, -1.8731)
H (-1.0075, 2.4725, 0.5544)
H (0.7891, 2.2356, -1.5792)
O (-2.0034, -1.5941, -0.1360)
C (-0.8931, -0.9038, 0.3978)
C (0.2989, -1.8328, 0.6088)
S (1.7122, -1.0180, 1.4042)
H (-1.7934, -1.8384, -1.0458)
H (-1.2145, -0.4972, 1.3603)
H (-0.6023, -0.0555, -0.2377)
H (0.6152, -2.2865, -0.3380)
H (0.0061, -2.6485, 1.2756)
H (2.0007, -0.1785, 0.3978)

SMILES string = O=CC(F)F.OCCS
energy above the lowest of the compared OMol25 structures with the same formula, charge and spin = 17.62 kcal per mole
HOMO-LUMO gap = 8.0 eV



(2)
Molecular formula: C4H8F3P
Method: DFT, ωB97M-V/def2-TZVPD

Element x y z (Å)
C (1.6450, 0.1017, 1.8105)
C (-1.1433, 0.5655, 1.7964)
C (-0.5728, -0.8943, -2.0668)
C (0.2109, 0.3249, -2.2030)
F (-0.0143, -1.9625, -2.7581)
F (-0.6973, -1.3887, -0.8316)
F (-0.5238, 1.3310, -2.8280)
P (0.4411, 1.2431, 1.0126)
H (2.3263, 0.7446, 2.2968)
H (1.9306, -0.4487, 0.9454)
H (1.0057, -0.6166, 2.4189)
H (-0.8911, 0.0402, 2.6400)
H (-1.4755, -0.2080, 1.0088)
H (-1.8369, 1.4946, 1.7386)
H (-1.6363, -0.6784, -2.5357)
H (1.2315, 0.3514, -2.4448)

energy above the lowest of the compared OMol25 structures with the same formula, charge and spin = 65.00 kcal per mole
HOMO-LUMO gap (alpha / beta) = 7.2 / 8.7 eV



(3)
Molecular formula: C4H8FN
Method: DFT, ωB97M-V/def2-TZVPD

Element x y z (Å)
C (1.2507, -1.2182, 0.3740)
C (0.4153, 0.0474, 0.3770)
N (1.0130, 1.3589, 0.6964)
C (-1.0699, -0.0705, 0.8200)
C (-0.7016, 0.3978, -0.6253)
F (-1.0822, -0.4787, -1.7032)
H (0.6645, -2.1277, 0.1772)
H (1.8282, -1.2946, 1.3360)
H (1.9810, -1.0670, -0.4087)
H (0.8173, 1.6880, 1.6496)
H (1.9791, 1.3414, 0.4659)
H (-1.3878, 0.7710, 1.4529)
H (-1.8237, -0.8928, 0.9328)
H (-0.7765, 1.4381, -0.8267)

SMILES string = C[C@]1(N)C[C@@H]1F
energy above the lowest of the compared OMol25 structures with the same formula, charge and spin = 34.41 kcal per mole
HOMO-LUMO gap = 10.3 eV



(4)
Molecular formula: C4H8FN2O
Method: DFT, ωB97M-V/def2-TZVPD

Element x y z (Å)
C (1.1619, 0.7289, 1.1585)
C (1.5947, -1.1026, -0.2882)
C (-0.3221, 0.6147, 1.2475)
C (-0.8029, -0.6112, -0.0717)
N (1.9528, 0.0228, 0.5104)
N (-1.3751, 0.4699, -1.3357)
O (0.1958, -1.3500, -0.4289)
F (-1.0115, 1.7111, 0.9157)
H (1.6956, 1.4463, 1.7539)
H (2.2130, -1.0320, -1.2949)
H (1.9828, -2.0195, 0.2344)
H (-0.7709, 0.2032, 2.2422)
H (-1.6993, -1.2031, 0.2988)
H (-0.8701, 0.9284, -2.1367)
H (-1.9119, 1.3248, -0.9458)
H (-2.0328, -0.1317, -1.8593)

2S+1 = 3
⟨S²⟩ = 2.007
total charge = +1
HOMO-LUMO gap (alpha / beta) = 6.2 / 8.0 eV



(5)
Molecular formula: C4H8FNO
Method: DFT, ωB97M-V/def2-TZVPD

Element x y z (Å)
N (0.9404, 1.2012, -1.7830)
C (1.2276, -0.0242, -1.0140)
C (0.2138, -0.1876, 0.1919)
C (-1.2037, -0.1847, -0.3682)
F (-2.1398, -0.2537, 0.6551)
C (0.4061, 0.3352, 1.5070)
O (0.6240, -1.0819, 1.1833)
H (1.7030, 1.8235, -1.8732)
H (0.7444, 0.9989, -2.7346)
H (1.1684, -0.9606, -1.6389)
H (2.2262, 0.0430, -0.5252)
H (-1.3147, -1.1586, -0.9642)
H (-1.4971, 0.7113, -0.9374)
H (-0.5087, 0.5995, 2.0630)
H (1.2995, 0.8413, 1.8296)

SMILES string = NC[C@]1(CF)CO1
energy above the lowest of the compared OMol25 structures with the same formula, charge and spin = 35.20 kcal per mole
HOMO-LUMO gap = 10.5 eV



(6)
Molecular formula: C4H8FNO
Method: DFT, ωB97M-V/def2-TZVPD

Element x y z (Å)
C (-1.3959, 0.4691, 0.6700)
C (-0.9108, -0.2086, -0.5650)
C (-0.0746, 0.9585, 1.3634)
C (0.5727, -0.5810, -0.1887)
N (1.9046, -0.4385, -1.8086)
O (0.9973, 0.3083, 0.7401)
F (0.7580, -1.8163, 0.1276)
H (-2.0664, 1.2634, 0.4200)
H (-1.8924, -0.1963, 1.3407)
H (-1.4924, -1.1125, -0.9492)
H (-1.0058, 0.5669, -1.2880)
H (0.0721, 1.9536, 1.3396)
H (0.0163, 0.6735, 2.4182)
H (2.8252, -0.4898, -1.4276)
H (1.6921, -1.3503, -2.1923)

energy above the lowest of the compared OMol25 structures with the same formula, charge and spin = 57.22 kcal per mole
HOMO-LUMO gap (alpha / beta) = 9.8 / 9.8 eV



(7)
Molecular formula: C4H8FNO
Method: DFT, ωB97M-V/def2-TZVPD

Element x y z (Å)
C (0.5615, 1.1977, -1.3010)
C (0.4035, 0.5341, 0.0876)
C (1.7389, 0.0057, 0.5579)
O (2.8119, 0.2203, 0.0543)
N (-0.4566, -0.9253, 0.0467)
C (-1.5553, -0.9943, 1.0833)
F (-1.1410, -0.9549, -1.2327)
H (0.0901, 0.6755, -2.1208)
H (0.0097, 2.1540, -1.3233)
H (1.6360, 1.3222, -1.5035)
H (-0.2736, 1.0431, 0.6947)
H (1.5451, -0.8741, 1.2232)
H (-1.9194, -2.0045, 0.7542)
H (-1.1442, -1.0729, 2.1176)
H (-2.3066, -0.3267, 0.8618)

SMILES string = C[C@H](C=O)N(C)F
energy above the lowest of the compared OMol25 structures with the same formula, charge and spin = 82.94 kcal per mole
HOMO-LUMO gap = 10.5 eV



(8)
Molecular formula: C4H8IN2
Method: DFT, ωB97M-V/def2-TZVPD

Element x y z (Å)
C (0.3568, 1.9860, -0.1519)
C (-1.0184, 1.5648, -0.0779)
N (-1.4192, 0.3332, -0.0356)
I (-3.5102, -0.0640, 0.3259)
C (-0.6705, -0.8704, -0.1537)
N (0.5885, -0.8408, -0.0379)
C (1.4194, -1.9654, 0.0650)
H (0.7617, 1.8889, 0.8891)
H (1.0267, 1.2350, -0.6652)
H (0.5919, 3.0769, -0.6066)
H (-1.8202, 2.2595, 0.2071)
H (-1.2460, -1.6878, -0.2117)
H (0.8776, -2.9720, -0.0088)
H (1.7538, -2.1133, 1.1155)
H (2.3079, -1.8305, -0.6533)

SMILES string = C/C=[N+](I)\C=N\C
total charge = +1
energy above the lowest of the compared OMol25 structures with the same formula, charge and spin = 68.05 kcal per mole
HOMO-LUMO gap = 8.3 eV